No. 1
Entry from OMol25: a structure of composition C7H10O (wB97M-V/def2-TZVPD).

```
! wB97M-V def2-TZVPD RIJCOSX def2/J DEFGRID3
* xyz 0 1
C 1.961 -0.710 0.225
C 0.562 0.614 0.454
C -0.857 0.986 0.197
C -1.616 -0.294 0.761
C -0.980 -1.041 -0.464
C -1.496 0.367 -1.050
C 0.525 -0.621 -0.438
H 1.695 -0.769 1.313
H 3.013 -1.202 -0.124
H 0.666 0.339 1.648
H -1.384 1.816 0.601
H -2.694 -0.265 0.529
H -1.591 -0.756 1.895
H -1.339 -1.942 -0.829
H -1.100 0.740 -2.019
H -2.513 0.344 -1.185
H 0.836 -0.192 -1.459
O 1.976 0.760 0.189
*
```

Computed properties:
- frontier orbital gap (eV) = 10.8
- relative energy (zero: lowest compared OMol25 entry of this formula, charge and spin) (eV) = 7.0382
- LUMO energy (eV) = 1.0
- energy (a.u.) = -347.70453

***

No. 2
Entry from OMol25: a structure of composition C32H32AuN5O2 (wB97M-V/def2-TZVPD).

```
! wB97M-V def2-TZVPD RIJCOSX def2/J DEFGRID3
* xyz 2 1
Au -0.578 0.492 0.738
O -0.207 0.024 4.804
C -0.090 0.284 3.648
N -1.007 -0.020 2.626
C -2.264 -0.588 2.886
O -2.714 -0.873 3.950
C -3.031 -0.793 1.624
C -4.175 -1.559 1.617
C -4.858 -1.723 0.421
C -4.379 -1.092 -0.720
C -3.223 -0.344 -0.641
N -2.560 -0.216 0.515
C 1.109 0.999 3.123
C 2.068 1.482 3.990
C 3.160 2.152 3.462
C 3.268 2.286 2.082
C 2.272 1.769 1.280
N 1.207 1.153 1.802
H -4.494 -2.004 2.551
H -5.749 -2.336 0.379
H -4.891 -1.175 -1.669
H -2.817 0.164 -1.503
H 1.920 1.324 5.050
H 3.922 2.559 4.114
H 4.112 2.787 1.628
H 2.320 1.845 0.202
C -1.651 0.617 -3.644
C -1.567 1.977 -2.982
C -2.248 3.040 -3.561
C -2.246 4.294 -2.977
C -1.559 4.498 -1.790
C -0.857 3.472 -1.176
C -0.096 3.764 0.094
C -0.843 2.217 -1.797
N -0.137 1.103 -1.220
C 0.810 0.497 -1.858
C 1.499 1.081 -3.043
C 1.282 -0.861 -1.384
C 2.014 -1.758 -2.338
N 1.001 -1.164 -0.194
C 1.348 -2.351 0.522
C 2.591 -2.436 1.155
C 3.697 -1.460 0.839
C 2.809 -3.494 2.031
C 1.838 -4.455 2.248
C 0.657 -4.406 1.531
C 0.391 -3.361 0.656
C -0.887 -3.322 -0.145
H -2.598 0.523 -4.174
H -1.575 -0.206 -2.933
H -0.866 0.488 -4.392
H -2.787 2.878 -4.487
H -2.787 5.112 -3.437
H -1.569 5.476 -1.325
H -0.310 4.774 0.434
H 0.983 3.694 -0.065
H -0.372 3.082 0.903
H 1.175 2.100 -3.236
H 1.340 0.480 -3.938
H 2.575 1.075 -2.849
H 1.462 -1.871 -3.274
H 2.154 -2.737 -1.886
H 2.996 -1.350 -2.590
H 3.332 -0.436 0.773
H 4.160 -1.707 -0.121
H 4.480 -1.503 1.594
H 3.763 -3.565 2.540
H 2.014 -5.259 2.951
H -0.071 -5.203 1.641
H -1.365 -4.300 -0.147
H -0.708 -3.034 -1.183
H -1.596 -2.606 0.275
*
```

Computed properties:
- frontier orbital gap (eV) = 6.0
- relative energy (zero: lowest compared OMol25 entry of this formula, charge and spin) (eV) = 0.3088
- LUMO energy (eV) = -7.9
- energy (a.u.) = -1798.03461

***

No. 3
Entry from OMol25: a structure of composition C30H45NO2P2Ru (wB97M-V/def2-TZVPD).

```
! wB97M-V def2-TZVPD RIJCOSX def2/J DEFGRID3
* xyz 2 5
P 3.590 -0.656 -3.199
P 0.925 -3.374 -4.211
C 3.649 -2.109 -4.341
C 2.387 -2.555 -5.097
H 4.133 -2.961 -3.847
H 4.359 -1.790 -5.119
H 1.966 -1.747 -5.717
H 2.683 -3.349 -5.804
C 1.470 -5.116 -4.432
H 0.731 -5.776 -3.958
H 2.454 -5.306 -3.972
H 1.529 -5.370 -5.501
C -0.382 -3.229 -5.457
H -0.275 -4.065 -6.170
H -0.316 -2.279 -6.018
H -1.357 -3.305 -4.953
C 5.372 -0.585 -2.779
H 5.568 0.257 -2.097
H 5.959 -0.456 -3.696
H 5.674 -1.529 -2.291
C 3.327 0.715 -4.329
H 2.471 0.553 -5.000
H 4.220 0.778 -4.969
H 3.225 1.685 -3.826
Ru 0.134 0.911 -1.298
C 0.200 -3.592 -2.511
C 1.205 -3.977 -1.526
C 2.538 -3.444 -1.657
C 2.927 -2.296 -0.689
C 3.086 -0.995 -1.482
C 1.802 -0.376 -1.929
C 0.643 -0.979 -2.679
C -0.182 -2.122 -2.060
C 0.711 2.551 -0.182
H -0.724 -4.214 -2.519
H 0.945 -4.613 -0.682
H 2.548 -2.967 -2.649
H 3.337 -4.219 -1.665
H 2.139 -2.101 0.062
H 3.864 -2.517 -0.172
H 3.643 -0.242 -0.895
H 1.859 0.769 -2.096
H 1.008 -1.200 -3.737
H -0.083 -0.139 -3.011
H -0.139 -2.107 -0.964
H -1.232 -1.950 -2.336
H -0.217 3.086 0.132
H 1.330 3.322 -0.687
H 1.277 2.216 0.708
C -5.624 3.303 1.590
C -4.237 3.388 2.169
C -3.787 4.566 2.759
C -2.497 4.675 3.296
C -1.650 3.570 3.248
C -2.117 2.369 2.699
N -1.286 1.270 2.744
C -1.695 -0.039 3.026
C -2.575 -0.345 4.075
C -2.889 -1.681 4.313
C -2.345 -2.693 3.506
C -1.526 -2.370 2.418
C -1.270 -1.035 2.148
C -0.458 -0.496 1.015
O 0.785 -0.576 1.031
O -1.087 0.123 0.033
C -3.392 2.276 2.091
C -3.809 1.044 1.360
H -5.614 3.099 0.510
H -6.213 2.507 2.066
H -6.156 4.246 1.743
H -4.474 5.415 2.793
H -2.165 5.607 3.738
H -0.643 3.603 3.663
H -0.292 1.461 2.867
H -2.974 0.470 4.691
H -3.551 -1.929 5.152
H -2.560 -3.736 3.749
H -1.102 -3.116 1.755
H -4.581 1.275 0.620
H -2.974 0.601 0.799
H -4.231 0.275 2.024
*
```

Computed properties:
- frontier orbital gap (spin up / spin down) (eV) = 4.8 / 4.2
- relative energy (zero: lowest compared OMol25 entry of this formula, charge and spin) (eV) = 0.0000
- LUMO energy (spin up / spin down) (eV) = -6.4 / -6.9
- energy (a.u.) = -2152.11920

***

No. 4
Entry from OMol25: the ion C3H9N2O2S with charge +1 (wB97M-V/def2-TZVPD).

```
! wB97M-V def2-TZVPD RIJCOSX def2/J DEFGRID3
* xyz 1 1
C -0.202 0.145 -0.636
C 2.092 -0.683 -0.633
C -2.302 0.121 1.512
N 0.650 -0.777 -0.351
N -0.034 1.260 -1.305
O -2.122 -1.722 -0.493
O -2.743 0.587 -1.007
S -1.983 -0.310 -0.220
H 2.420 -1.662 -0.920
H 2.345 0.163 -1.290
H 2.522 -0.460 0.233
H -2.586 1.150 1.527
H -3.144 -0.397 2.070
H -1.435 0.005 2.108
H 0.226 -1.546 0.260
H 0.798 1.603 -1.708
H -0.915 1.722 -1.604
*
```

Computed properties:
- frontier orbital gap (eV) = 11.7
- relative energy (zero: lowest compared OMol25 entry of this formula, charge and spin) (eV) = 1.5107
- LUMO energy (eV) = -4.1
- energy (a.u.) = -777.59072

***

No. 5
Entry from OMol25: a structure of composition C36H35CdN7O3P2S3 (wB97M-V/def2-TZVPD).

```
! wB97M-V def2-TZVPD RIJCOSX def2/J DEFGRID3
* xyz -2 1
Cd 0.882 -0.128 -1.770
S 2.370 -3.334 -0.293
P 0.934 -2.472 0.776
C -0.079 -1.156 0.112
P -1.697 -0.547 0.441
S -2.463 0.616 -0.969
C -1.531 0.529 1.911
C -2.573 0.650 2.822
C -2.410 1.460 3.938
C -1.306 2.271 4.077
C -0.278 2.174 3.153
C -0.355 1.257 2.120
C -2.945 -1.788 0.907
C -3.085 -2.304 2.206
C -4.000 -3.300 2.502
C -4.836 -3.796 1.505
C -4.743 -3.272 0.235
C -3.771 -2.331 -0.075
C 0.023 -3.930 1.397
C -0.868 -4.616 0.585
C -1.576 -5.706 1.077
C -1.385 -6.140 2.373
C -0.449 -5.502 3.167
C 0.313 -4.455 2.650
C 1.653 -1.656 2.238
C 2.813 -0.901 2.008
C 3.289 -0.065 2.997
C 2.623 0.065 4.201
C 1.502 -0.697 4.433
C 0.988 -1.519 3.425
H -3.499 0.117 2.674
H -3.190 1.467 4.707
H -1.266 2.999 4.889
H 0.600 2.815 3.245
H 0.500 1.051 1.468
H -2.472 -1.890 3.003
H -4.052 -3.671 3.529
H -5.508 -4.607 1.738
H -5.394 -3.636 -0.536
H -3.663 -1.965 -1.102
H -1.008 -4.257 -0.437
H -2.338 -6.154 0.442
H -1.973 -6.956 2.794
H -0.292 -5.821 4.188
H 1.132 -4.075 3.248
H 3.283 -0.971 1.022
H 4.225 0.453 2.838
H 3.007 0.757 4.953
H 0.973 -0.644 5.376
H 0.023 -1.987 3.588
N 0.184 -0.764 -3.909
C 0.404 -0.204 -4.924
C 0.554 0.496 -6.105
C 1.396 1.611 -6.155
N 2.064 2.586 -6.183
C -0.291 0.255 -7.201
N -1.078 0.009 -8.054
C 0.176 3.060 -0.599
N -0.118 4.509 -0.638
C -1.149 4.737 -1.695
N -0.715 4.221 -3.031
C -0.418 2.792 -2.909
N 0.638 2.480 -1.889
C 1.870 3.257 -2.284
N 1.645 4.718 -2.381
C 1.154 5.173 -1.065
C 0.547 4.921 -3.386
H -0.717 2.483 -0.299
H 0.980 2.863 0.139
H -1.303 5.802 -1.799
H -2.091 4.249 -1.411
H -0.065 2.404 -3.881
H -1.320 2.281 -2.554
H 2.213 2.965 -3.289
H 2.683 3.063 -1.582
H 0.949 6.262 -1.114
H 1.949 4.976 -0.320
H 0.932 4.573 -4.356
H 0.329 5.988 -3.445
C 4.363 -1.369 -2.624
S 3.826 0.291 -2.255
O 4.995 1.143 -2.307
O 2.754 0.570 -3.253
O 3.136 0.283 -0.932
H 5.071 -1.307 -3.450
H 3.516 -2.007 -2.898
H 4.810 -1.801 -1.736
*
```

Computed properties:
- frontier orbital gap (eV) = 6.2
- relative energy (zero: lowest compared OMol25 entry of this formula, charge and spin) (eV) = 0.0000
- LUMO energy (eV) = 4.1
- energy (a.u.) = -4046.97104

***

No. 6
Entry from OMol25: a structure of composition C33H49ClHfO4P4S (wB97M-V/def2-TZVPD).

```
! wB97M-V def2-TZVPD RIJCOSX def2/J DEFGRID3
* xyz 2 1
P 1.216 1.073 -2.231
C 2.936 1.566 -2.541
C 3.668 0.963 -3.564
H 3.246 0.145 -4.131
C 4.951 1.400 -3.852
H 5.514 0.923 -4.641
C 5.510 2.443 -3.128
H 6.513 2.782 -3.352
C 4.780 3.054 -2.118
H 5.211 3.868 -1.552
C 3.496 2.624 -1.826
H 2.945 3.119 -1.040
C 0.973 -0.503 -3.096
C 1.661 -1.620 -2.619
H 2.354 -1.516 -1.796
C 1.466 -2.859 -3.206
H 2.005 -3.719 -2.835
C 0.589 -2.991 -4.276
H 0.445 -3.957 -4.740
C -0.089 -1.880 -4.757
H -0.762 -1.977 -5.598
C 0.097 -0.637 -4.169
H -0.449 0.220 -4.531
C 0.224 2.351 -3.053
C 0.657 2.929 -4.245
H 1.562 2.584 -4.726
C -0.075 3.956 -4.818
H 0.258 4.400 -5.745
C -1.227 4.424 -4.197
H -1.790 5.232 -4.643
C -1.643 3.866 -2.997
H -2.528 4.241 -2.501
C -0.919 2.831 -2.425
H -1.221 2.406 -1.479
Hf 0.063 0.124 2.281
C -1.491 -1.021 1.794
C -1.790 -1.256 0.487
H -2.087 -1.473 2.582
C -0.855 -0.641 -0.505
O -1.529 0.052 -1.575
H -0.841 0.449 -2.124
C 0.138 0.238 0.246
H -0.290 -1.416 -1.031
C 1.018 0.978 -0.487
Cl 2.028 1.603 2.499
P -1.286 2.048 2.636
P 1.583 -1.695 2.375
C -0.780 3.023 4.090
H 0.241 3.361 3.948
H -0.806 2.381 4.965
H -1.440 3.876 4.235
C -1.340 3.298 1.302
H -1.965 2.936 0.489
H -0.331 3.452 0.929
H -1.741 4.244 1.659
C -3.051 1.685 2.953
H -3.107 0.985 3.781
H -3.488 1.218 2.073
H -3.610 2.585 3.200
C 2.372 -1.897 4.004
H 1.645 -2.308 4.696
H 2.675 -0.920 4.368
H 3.237 -2.555 3.938
C 0.829 -3.329 2.050
H 0.428 -3.345 1.039
H 0.009 -3.467 2.751
H 1.546 -4.138 2.168
C 2.995 -1.628 1.219
H 3.339 -0.599 1.153
H 2.670 -1.946 0.232
H 3.812 -2.265 1.551
P -3.082 -2.287 -0.079
C -3.748 -3.284 1.274
C -2.490 -3.409 -1.376
H -4.171 -2.640 2.040
H -2.960 -3.885 1.717
H -4.531 -3.937 0.896
H -2.177 -2.827 -2.238
H -3.278 -4.096 -1.676
H -1.639 -3.975 -1.007
C -4.485 -1.394 -0.808
H -4.830 -0.636 -0.109
H -5.304 -2.074 -1.033
H -4.153 -0.909 -1.721
H 1.788 1.513 0.047
C -0.373 -1.570 6.984
S -0.901 -1.108 5.310
O -1.001 -2.355 4.439
O -2.343 -0.594 5.319
O 0.074 0.080 4.501
H -1.065 -1.131 7.733
H 0.652 -1.185 7.161
H -0.362 -2.675 7.082
*
```

Computed properties:
- frontier orbital gap (eV) = 7.5
- LUMO energy (eV) = -6.2
- energy (a.u.) = -3859.09801